No. 1
This record from the Open Molecules 2025 dataset describes a 3-piece molecular cluster, C17H32BBrN3O10S overall in a non-equilibrium geometry. The level of theory is the ωB97M-V functional and the def2-TZVPD basis.

2S+1: 1
Highest occupied orbital energy: -12.38 eV
HOMO-LUMO gap: 8.26 eV
Net charge: +1

Positions of all 65 atoms, in Å:
C: 6.194 -3.089 4.259
O: 4.752 -3.298 4.158
B: 4.354 -3.267 2.788
O: 3.942 -4.521 2.230
N: 4.319 -1.977 1.994
C: 3.191 -1.450 1.524
N: 3.243 -0.201 0.811
C: 2.214 0.760 1.346
C: 0.792 0.115 1.555
C: 0.860 -1.316 2.276
C: -0.555 -2.042 2.330
C: -0.532 -3.323 3.307
C: -1.866 -3.462 4.161
Br: -3.211 -4.576 3.169
N: 1.978 -2.175 1.790
C: 1.612 -3.124 0.712
S: 0.913 -2.386 -0.831
O: 0.543 -3.544 -1.723
O: 1.970 -1.612 -1.571
H: 6.766 -4.060 4.305
H: 6.366 -2.516 5.219
H: 6.520 -2.459 3.378
H: 4.680 -5.155 2.247
H: 5.223 -1.521 1.829
H: 4.150 0.255 0.988
H: 2.128 1.644 0.639
H: 2.524 1.196 2.351
H: 0.170 0.078 0.602
H: 0.198 0.775 2.262
H: 1.101 -1.067 3.363
H: -1.262 -1.304 2.826
H: -0.978 -2.303 1.321
H: 0.388 -3.354 3.960
H: -0.494 -4.249 2.648
H: -1.621 -4.078 5.080
H: -2.354 -2.485 4.415
H: 2.578 -3.633 0.388
H: 0.957 -3.974 1.082
H: -0.263 -1.671 -0.638
C: -1.558 1.035 -2.056
C: -2.734 0.925 -1.113
C: -4.006 1.505 -1.652
O: -4.716 1.832 -0.454
C: -3.776 2.075 0.499
O: -4.003 2.545 1.570
O: -2.534 1.710 0.064
H: -1.467 2.043 -2.463
H: -0.623 0.823 -1.528
H: -1.659 0.336 -2.888
H: -2.865 -0.117 -0.799
H: -4.570 0.794 -2.254
H: -3.859 2.421 -2.224
C: -2.152 6.178 -6.415
C: -2.927 5.326 -5.435
C: -2.371 5.331 -4.040
O: -2.833 4.077 -3.534
C: -2.967 3.250 -4.608
O: -3.164 2.074 -4.534
O: -2.844 3.938 -5.772
H: -1.078 5.984 -6.347
H: -2.449 5.948 -7.440
H: -2.324 7.240 -6.229
H: -3.984 5.609 -5.449
H: -2.748 6.157 -3.438
H: -1.277 5.333 -4.007

No. 2
This record from the Open Molecules 2025 dataset describes C17H32CeNOP as an isolated structure in a non-equilibrium geometry. The level of theory is the ωB97M-V functional and the def2-TZVPD basis.

2S+1: 1
Highest occupied orbital energy (alpha / beta): -12.84 / -12.83 eV
HOMO-LUMO gap (alpha / beta): 4.08 / 4.05 eV
Net charge: +2

Positions of all 53 atoms, in Å:
C: -0.201 3.133 -3.567
C: -0.753 3.378 -2.307
C: -0.547 2.490 -1.245
C: 0.207 1.325 -1.482
C: 0.741 1.078 -2.755
C: 0.550 1.988 -3.804
C: -1.093 2.854 0.107
C: -2.645 2.718 0.254
N: -3.217 1.430 -0.019
Ce: 1.577 -0.037 -0.152
C: 1.450 -0.238 -3.021
P: 0.547 -1.630 -2.119
H: -1.345 4.279 -2.140
H: 0.972 1.758 -4.789
H: -0.369 3.842 -4.379
H: 2.527 -0.226 -2.723
H: 1.399 -0.560 -4.070
H: -0.622 2.286 0.929
H: -0.897 3.921 0.299
H: -2.905 2.933 1.308
C: 1.321 -3.163 -2.706
C: -1.012 -1.591 -3.060
H: -3.145 3.464 -0.396
C: -3.402 0.937 -1.346
C: -3.684 0.617 1.064
H: -0.188 -1.801 0.992
H: -4.427 1.129 -1.712
H: -2.691 1.403 -2.040
H: -3.251 -0.155 -1.352
H: -4.780 0.699 1.196
H: -3.452 -0.442 0.871
H: -3.201 0.947 1.994
H: -0.848 -2.054 -4.041
H: -1.775 -2.141 -2.490
H: -1.373 -0.561 -3.198
H: 1.233 -3.230 -3.799
H: 2.375 -3.202 -2.396
H: 0.791 -3.999 -2.225
H: -0.604 -1.714 0.390
C: 3.571 -0.862 3.285
C: 2.073 -1.092 3.126
C: 1.726 -2.573 3.130
C: 1.308 -0.399 4.246
O: 1.654 -0.510 1.869
H: 3.912 -1.350 4.210
H: 3.797 0.208 3.375
H: 4.144 -1.289 2.452
H: 2.129 -3.038 4.041
H: 0.640 -2.712 3.142
H: 2.149 -3.097 2.268
H: 1.493 0.682 4.229
H: 0.233 -0.585 4.139
H: 1.638 -0.799 5.218

No. 3
This record from the Open Molecules 2025 dataset describes C17H32IN2O5P2Pt as an isolated structure in a non-equilibrium geometry. The level of theory is the ωB97M-V functional and the def2-TZVPD basis.

2S+1: 5
Expectation value of S²: 6.04
Highest occupied orbital energy (alpha / beta): -14.26 / -17.86 eV
HOMO-LUMO gap (alpha / beta): 4.20 / 3.08 eV
Net charge: +3

Positions of all 60 atoms, in Å:
C: 0.435 0.643 -6.087
C: 0.430 0.844 -4.612
H: 0.451 1.629 -6.581
H: -0.462 0.082 -6.414
H: 1.326 0.061 -6.398
O: 0.469 1.918 -4.050
I: 0.362 -1.107 -3.200
Pt: 0.452 0.658 -1.267
P: 2.804 0.659 -1.369
C: 3.724 2.038 -0.647
C: 3.432 -0.935 -0.806
H: 4.262 -1.208 -1.471
H: 4.277 1.067 -3.189
H: 2.635 -1.687 -0.851
H: 3.004 -0.136 -3.622
H: 3.779 1.878 0.438
H: 3.773 -0.806 0.229
C: 3.217 0.817 -3.122
H: 4.721 2.044 -1.113
H: 2.610 1.618 -3.558
H: 3.221 2.988 -0.866
P: -1.876 0.714 -1.423
C: -2.692 1.983 -0.469
C: -2.344 1.106 -3.127
H: -1.769 -1.690 -1.202
H: -3.364 -1.108 -1.783
H: -2.902 -0.926 -0.038
C: -2.539 -0.926 -1.075
H: -2.227 0.208 -3.754
H: -3.388 1.429 -3.124
H: -3.754 1.993 -0.746
H: -2.265 2.968 -0.682
H: -1.713 1.911 -3.509
H: -2.575 1.746 0.592
C: 0.487 2.243 -0.265
O: 0.506 3.307 0.188
C: -0.416 -3.251 2.138
C: -1.287 -2.475 3.098
C: -0.739 -1.089 3.473
C: -1.596 -0.387 4.571
C: -3.096 -0.496 4.368
C: 0.685 -1.205 4.045
O: 1.022 -1.978 4.930
N: 1.614 -0.346 3.488
C: 1.589 0.154 2.182
O: 2.604 0.712 1.760
N: 0.426 -0.007 1.486
C: -0.701 -0.203 2.187
O: -1.800 0.295 1.849
H: -0.117 -2.643 1.283
H: -0.977 -4.107 1.761
H: 0.477 -3.635 2.630
H: -2.288 -2.325 2.677
H: -1.404 -3.031 4.034
H: -1.325 -0.806 5.555
H: -1.317 0.675 4.592
H: -3.427 -1.529 4.462
H: -3.610 0.114 5.108
H: -3.355 -0.123 3.376
H: 2.534 -0.343 3.917

No. 4
This record from the Open Molecules 2025 dataset describes C17H32N5O5OsS2 as an isolated structure in a non-equilibrium geometry. The level of theory is the ωB97M-V functional and the def2-TZVPD basis.

2S+1: 1
Relative energy (zero: lowest compared OMol25 entry of this formula, charge and spin): 0.308 eV
Highest occupied orbital energy (alpha / beta): -17.06 / -17.06 eV
HOMO-LUMO gap (alpha / beta): 6.02 / 6.09 eV
Net charge: +3

Positions of all 62 atoms, in Å:
Os: -0.544 0.893 -0.051
C: -0.379 0.338 4.081
C: 0.215 0.492 2.723
O: -0.646 0.373 1.756
C: 1.594 0.719 2.537
C: 2.464 0.757 3.660
C: 3.805 0.928 3.499
C: 4.345 1.065 2.204
C: 3.535 1.031 1.090
C: 2.160 0.878 1.241
O: 1.415 0.887 0.137
H: -1.455 0.215 4.009
H: -0.152 1.224 4.677
H: 0.045 -0.526 4.596
H: 2.069 0.643 4.659
H: 4.453 0.953 4.364
H: 5.412 1.205 2.079
H: 3.936 1.133 0.091
N: -0.356 0.995 -2.280
N: -0.305 2.280 -2.830
C: -0.289 3.307 -1.960
N: -0.167 4.549 -2.340
N: -0.400 2.871 -0.693
N: -0.268 3.665 0.405
O: -0.093 4.838 0.349
O: -0.351 2.948 1.405
H: 0.501 0.495 -2.536
H: -1.161 0.503 -2.673
H: -0.233 2.397 -3.833
H: -0.076 4.806 -3.314
H: -0.136 5.288 -1.646
C: -2.636 -3.941 -2.176
C: -1.517 -4.532 -1.322
C: -0.936 -3.538 -0.317
S: -0.120 -2.182 -1.196
O: -0.895 -0.902 -0.592
C: 1.567 -2.173 -0.537
C: 2.601 -2.163 -1.669
C: 2.434 -1.022 -2.673
H: -3.145 -4.727 -2.730
H: -2.256 -3.227 -2.913
H: -3.384 -3.439 -1.557
H: -0.724 -4.943 -1.950
H: -1.899 -5.368 -0.735
H: -0.201 -3.992 0.344
H: -1.715 -3.063 0.283
H: 1.683 -3.045 0.103
H: 1.615 -1.273 0.076
H: 2.564 -3.118 -2.196
H: 3.582 -2.105 -1.198
H: 1.553 -1.184 -3.309
H: 3.291 -0.967 -3.341
H: 2.343 -0.059 -2.161
C: -3.536 2.343 0.973
S: -2.934 1.115 -0.205
C: -3.710 -0.382 0.419
H: -3.664 1.881 1.949
H: -4.487 2.715 0.601
H: -2.825 3.160 1.047
H: -4.769 -0.333 0.177
H: -3.564 -0.460 1.494
H: -3.256 -1.223 -0.094

no.,molecular weight (g mol⁻¹)
1,561.24
2,437.54
3,728.38
4,640.84